47
Properties=species:S:1:pos:R:3:forces:R:3 method="wB97M-V/def2-TZVPD" total_charge=0 lumo_ev=-2.210 spin_multiplicity=1 orbital_gap_ev=8.02 homo_energy_ev=-10.227
O 0.946529 0.219753 1.378656 0.63 0.14 -0.47
H 1.198254 0.876369 2.032178 0.37 0.89 0.75
H 1.046337 -0.663347 1.741664 -0.05 -0.97 0.29
H 0.060761 0.398269 1.054400 -1.21 0.11 -0.39
As -2.705807 5.951126 1.268039 1.33 0.25 -0.33
F -2.929545 6.041588 3.030510 0.12 -0.45 -1.34
F -1.394603 4.658179 1.490004 -1.45 1.32 -0.17
F -2.407722 5.920509 -0.499756 -0.20 -0.24 1.47
F -3.939471 7.159852 1.033478 0.34 -0.54 0.14
F -1.459212 7.269963 1.403449 -1.15 -1.60 -0.09
F -3.929167 4.647758 1.085562 1.12 0.92 0.35
O 3.533482 1.917396 4.355824 -0.24 -0.23 -0.23
H 3.663427 2.865113 4.321565 -0.01 0.31 -0.06
H 4.131261 1.617811 5.040767 0.14 -0.13 0.17
O -0.941289 0.074050 5.232426 0.25 -0.19 -0.29
H -0.643916 0.780521 5.805762 0.10 0.22 0.15
H -1.881455 0.008736 5.399860 -0.27 -0.01 0.01
O -3.191209 0.133111 1.017903 0.48 -0.18 -0.04
H -3.593376 0.976497 1.225734 -0.10 0.46 -0.01
H -3.800233 -0.516304 1.369428 -0.15 -0.19 0.04
O 3.274497 3.715413 -1.091281 0.04 -0.09 0.29
H 3.637610 2.882654 -1.392769 0.17 -0.16 -0.12
H 2.698711 3.997509 -1.802011 -0.21 0.21 -0.15
C -3.300014 0.809465 -5.115667 0.83 -0.42 -1.03
C -2.786570 -0.638127 -5.019663 0.16 1.00 -0.24
C -1.389547 -0.754996 -4.366556 -0.23 0.37 -0.18
O -3.782078 -1.371692 -4.418902 -1.12 -1.56 1.49
H -2.582727 1.276779 -5.790352 -0.18 0.79 0.20
H -3.411248 1.339605 -4.169800 0.52 -0.14 0.17
H -4.285228 0.848393 -5.580375 0.06 -0.21 -0.25
H -2.722609 -1.085770 -6.011434 0.24 0.33 -0.34
H -1.210508 0.071757 -3.679149 -0.05 -0.01 0.18
H -0.634767 -0.680067 -5.149375 0.07 0.03 -0.02
H -1.217289 -1.693761 -3.840103 -0.31 -0.07 -0.10
H -4.380635 -0.779729 -3.957470 0.03 -0.11 0.12
C 3.284020 -5.753756 0.003904 -0.14 1.33 -0.31
C 3.135816 -4.958898 1.334804 2.94 -1.73 0.49
C 4.259747 -3.953960 1.725303 -1.48 0.12 -0.96
O 1.951002 -4.306938 1.472157 -2.22 1.77 -0.38
H 4.158067 -6.397003 -0.097969 -0.26 -0.33 0.63
H 3.415227 -5.086411 -0.847885 0.05 0.61 0.08
H 2.342873 -6.230559 -0.269972 0.12 -0.58 0.42
H 3.189083 -5.635899 2.187402 0.12 -0.84 -0.17
H 5.271362 -4.356568 1.673915 -0.22 -0.03 0.32
H 3.906614 -3.595444 2.692184 0.76 -0.12 0.32
H 4.182218 -3.077252 1.082283 0.24 0.04 -0.33
H 1.233326 -4.921697 1.641328 0.04 -0.11 -0.09